61
Properties=species:S:1:pos:R:3:nbo_charge:R:1 method="wB97M-V/def2-TZVPD" total_charge=+1 homo_ha=-0.3875 lumo_energy_ev=-2.469 de_lowest_kj_mol=71.0 spin_multiplicity=1
Sn 0.33170 -0.19180 -1.48380 1.31
N 4.92960 6.45120 -4.14360 -0.77
C 4.19920 5.31470 -4.02950 0.22
C 4.65620 4.09840 -4.56230 -0.28
C 3.94710 2.93070 -4.36520 -0.13
C 2.75760 2.97540 -3.65550 -0.44
C 2.25660 4.17770 -3.18060 -0.09
C 2.95980 5.34180 -3.37030 -0.28
S 1.87320 1.56310 -3.10460 2.29
O 0.43690 1.76760 -3.26940 -1.00
O 2.31410 0.30320 -3.64920 -0.94
N 2.03890 1.47970 -1.48040 -1.03
C 3.03450 0.67090 -1.08090 0.22
S 4.71130 1.03130 -1.25970 0.44
C 5.07170 -0.50270 -0.53890 -0.43
C 3.93790 -1.16670 -0.23600 -0.04
N 2.78210 -0.50830 -0.55760 -0.55
H 5.88130 6.40740 -4.46090 0.40
H 4.65760 7.26170 -3.61550 0.40
H 5.58570 4.08630 -5.11220 0.22
H 4.30870 1.98930 -4.75120 0.24
H 1.31800 4.16040 -2.65330 0.22
H 2.57370 6.27770 -2.99460 0.22
H 6.08790 -0.81690 -0.41670 0.25
H 3.88180 -2.14000 0.22090 0.22
O -1.04950 -1.50370 -0.11090 -1.07
S -1.89990 -2.64650 0.39330 1.24
C -3.03570 -2.99030 -1.01040 -0.58
C -2.29220 -3.93570 -1.93360 -0.41
C -1.62300 -4.95450 -1.01910 -0.41
C -0.87740 -4.13470 0.01960 -0.58
H -3.27970 -2.03340 -1.46310 0.25
H -3.93400 -3.44600 -0.59900 0.24
H -1.53060 -3.37120 -2.47980 0.21
H -2.96010 -4.40250 -2.65630 0.24
H -0.93110 -5.59650 -1.56500 0.24
H -2.37940 -5.58280 -0.54350 0.22
H 0.05200 -3.72920 -0.38140 0.25
H -0.68120 -4.67820 0.94030 0.25
C -0.53900 4.23250 -0.40720 -0.62
C -1.40330 3.51910 -1.43740 -0.71
P -1.65410 1.75180 -0.94720 0.84
C -2.80560 1.89600 0.50650 -0.70
C -4.12800 2.62200 0.27820 -0.61
C -2.78110 1.05520 -2.26130 -0.70
C -3.32940 2.05640 -3.26570 -0.61
H -0.32470 5.24760 -0.73410 0.22
H 0.40070 3.69720 -0.27830 0.22
H -1.04200 4.29100 0.55470 0.21
H -0.89650 3.49830 -2.40150 0.26
H -2.36400 4.02340 -1.55460 0.23
H -2.24680 2.39290 1.30250 0.24
H -2.99160 0.87530 0.84630 0.23
H -3.97390 3.66230 0.00180 0.21
H -4.69300 2.61110 1.20780 0.23
H -4.73630 2.13650 -0.48170 0.21
H -3.60070 0.54290 -1.75030 0.23
H -2.17870 0.30290 -2.80650 0.22
H -3.89240 2.84120 -2.76820 0.21
H -3.99490 1.55200 -3.96230 0.23
H -2.51690 2.49690 -3.83470 0.22


63
Properties=species:S:1:pos:R:3:nbo_charge:R:1 method="wB97M-V/def2-TZVPD" total_charge=-2 homo_ha=-0.0984 lumo_energy_ev=4.091 de_lowest_kj_mol=367.4 spin_multiplicity=1
Rb 2.90010 1.13562 1.27331 0.90
O 2.90090 0.52310 3.90203 -1.08
P 3.16679 2.08578 4.28880 2.55
O 2.86788 2.34956 5.70841 -1.15
O 2.52220 2.94099 3.21292 -1.26
O 4.77594 2.16806 4.00488 -1.15
P 5.72212 1.59453 2.74113 1.52
O 4.68207 3.89673 1.77977 -0.50
O 5.07786 0.25353 2.34000 -1.23
O 5.03486 2.54421 1.44306 -0.63
H 3.68557 0.26538 3.33849 0.51
H 3.90851 3.74341 2.37860 0.50
C -0.68474 0.68427 -3.68370 -0.63
C 0.64650 0.77961 -3.00087 0.09
C 1.82019 1.41567 -3.41364 -0.42
C 2.70556 1.18760 -2.35493 0.09
N 2.11225 0.45823 -1.40569 -0.41
N 0.83700 0.20626 -1.80809 -0.42
C 4.11676 1.66499 -2.18172 -0.64
H -0.58869 0.34763 -4.72014 0.19
H -1.21153 1.64394 -3.70201 0.20
H -1.32103 -0.02739 -3.15384 0.22
H 1.99974 1.96896 -4.32461 0.19
H -0.26327 -1.02923 -0.83661 0.46
H 4.54456 1.96687 -3.14009 0.19
H 4.74894 0.88166 -1.75913 0.22
H 4.19152 2.52181 -1.50458 0.22
C -4.01907 1.99415 -0.73857 -0.63
C -3.74101 0.55246 -0.39963 0.01
C -4.77742 -0.28362 0.03850 -0.26
C -4.50457 -1.59549 0.38241 0.00
C -5.60503 -2.50643 0.86636 -0.62
C -3.20446 -2.09286 0.28495 -0.36
C -2.15038 -1.27972 -0.15359 0.31
C -2.45909 0.05994 -0.49058 -0.30
N -0.84318 -1.66584 -0.27204 -0.68
C -0.30084 -3.01486 -0.12259 0.12
C -0.97301 -4.04202 -1.05872 -0.62
C -0.38384 -3.47343 1.33638 -0.61
C 1.17579 -2.90558 -0.51080 -0.61
H -5.00367 2.10831 -1.19721 0.20
H -3.26976 2.39282 -1.42272 0.22
H -3.99831 2.61756 0.15855 0.22
H -5.79114 0.09874 0.10916 0.18
H -6.57025 -1.99794 0.85371 0.20
H -5.41547 -2.84400 1.88838 0.21
H -5.68400 -3.39849 0.23974 0.20
H -3.02776 -3.12365 0.55192 0.19
H -1.65116 0.69362 -0.84254 0.23
H -1.85961 -4.50356 -0.62293 0.20
H -0.26712 -4.84353 -1.29017 0.20
H -1.26537 -3.56486 -1.99557 0.22
H -1.40885 -3.46757 1.70862 0.20
H 0.20806 -2.80929 1.96737 0.22
H 0.00921 -4.48972 1.43528 0.19
H 1.28893 -2.57838 -1.54568 0.23
H 1.66203 -3.87481 -0.37922 0.19
H 1.68988 -2.16659 0.10658 0.23
Cl 1.47990 3.52429 -0.01967 -0.01
C 0.25571 3.46489 1.25412 -0.39
Cl -0.99570 4.73692 1.06108 -0.09
H 0.75588 3.59665 2.20887 0.28
H -0.25389 2.51015 1.18849 0.22


12
Properties=species:S:1:pos:R:3:nbo_charge:R:1 method="wB97M-V/def2-TZVPD" total_charge=+2 homo_ha="-0.5437 / -0.6535" lumo_energy_ev="-10.902 / -11.511" de_lowest_kj_mol=241.9 s2=8.766 spin_multiplicity=6
H -1.69581 0.16495 -1.39408 0.20
C -0.10075 -0.29505 -0.65708 -0.34
C -1.09672 0.75764 -0.53443 0.12
O -1.58488 1.19286 0.47935 -0.81
Fe -3.10158 2.32870 1.06158 1.64
H 0.07749 -0.68568 -1.66451 0.29
O 2.43828 0.27688 0.16464 -0.48
C 1.32670 -0.26117 0.15658 0.68
C 0.46316 -1.16668 0.75287 -0.50
H 2.67454 0.75036 -0.66112 0.56
H -0.05343 -0.82476 1.66009 0.31
H 0.65301 -2.23806 0.63610 0.33


78
Properties=species:S:1:pos:R:3:mulliken_charge:R:1 method="wB97M-V/def2-TZVPD" total_charge=-1 homo_ha=-0.1424 lumo_energy_ev=2.326 de_lowest_kj_mol=215.6 spin_multiplicity=1
Ti 9.39981 15.71188 7.99006 -1.13
O 10.75630 14.95081 9.35639 -0.36
C 11.03602 13.90034 8.57734 1.08
O 10.56693 13.89524 7.36162 -0.76
C 11.93139 12.73760 9.16745 -0.60
P 11.63194 10.89914 9.01679 -0.22
C 12.29864 10.38992 7.36855 0.34
C 12.24873 11.31404 6.32097 -0.12
C 12.71832 10.95728 5.05670 -0.69
C 13.15674 9.64448 4.87566 -0.37
C 13.37837 8.79217 5.94577 -0.59
C 12.90608 9.14331 7.21729 -0.32
C 12.89508 10.32714 10.18863 0.80
C 14.16069 10.62307 9.65987 -0.37
C 15.33792 10.22428 10.32643 -0.63
C 15.26095 9.39419 11.47100 -0.72
C 13.95194 9.23157 12.02136 -0.28
C 12.77926 9.64671 11.41717 -0.53
H 11.92615 12.91794 10.27610 0.45
H 12.97169 12.93021 8.88780 0.45
H 11.67910 12.25004 6.41023 0.39
H 12.69868 11.70096 4.23503 0.38
H 13.39407 9.23815 3.89932 0.35
H 13.92906 7.85154 5.79693 0.32
H 13.12726 8.56732 8.08386 0.49
H 14.27728 11.15055 8.69462 0.19
H 16.32932 10.51455 9.94739 0.35
H 16.07546 8.99489 12.01286 0.43
H 13.82660 8.68305 12.92998 0.37
H 11.73238 9.48611 11.79689 0.33
C 6.42624 13.97799 5.52158 -1.55
C 7.25279 14.61560 6.53611 1.02
S 8.58491 15.58192 5.74660 -0.51
C 7.08804 14.38098 7.86811 0.54
C 6.23702 13.19425 8.19945 -1.46
S 7.49373 15.27528 9.35009 -0.51
H 6.40157 14.55666 4.55668 0.38
H 5.36009 13.79880 5.84180 0.33
H 6.76861 12.93391 5.17050 0.24
H 6.84179 12.25488 8.14312 0.16
H 5.39730 13.06029 7.52578 0.32
H 5.91435 13.35143 9.21128 0.47
C 9.71024 17.61750 7.97895 -0.41
Ge 9.93872 18.72098 9.58160 1.68
C 8.24005 19.31822 10.58304 0.14
C 7.18642 19.53098 9.71875 -0.54
C 6.00453 20.22503 10.18709 -0.66
C 5.80300 20.33250 11.52688 -0.21
C 6.86158 20.04325 12.44221 -0.66
C 8.08223 19.63211 11.96617 -0.28
C 11.21611 20.10936 9.05849 -0.02
C 11.98260 19.86200 7.95578 -0.07
C 12.97410 20.71096 7.47358 -0.79
C 13.27887 21.86249 8.22741 -0.36
C 12.46964 22.15307 9.33767 -0.57
C 11.42691 21.31598 9.72754 -0.40
C 11.02241 17.66223 10.84986 -0.02
C 10.63723 17.22847 12.10600 0.08
C 11.58599 16.89909 13.06262 -0.77
C 12.89326 16.76550 12.67981 -0.47
C 13.26761 16.92599 11.34477 -0.58
C 12.36619 17.42221 10.43993 -0.62
H 9.83495 18.41050 7.28579 0.79
H 7.20860 19.28282 8.62465 0.26
H 5.21004 20.38813 9.45676 0.31
H 4.72085 20.57414 11.75518 0.25
H 6.71523 20.35572 13.47699 0.33
H 8.87506 19.42656 12.64136 0.54
H 11.85145 18.94264 7.44314 0.39
H 13.42247 20.55744 6.50833 0.39
H 14.11116 22.54182 7.90979 0.30
H 12.76571 23.04284 9.89692 0.32
H 10.74322 21.61253 10.52422 0.34
H 9.55893 17.24825 12.30987 0.54
H 11.20402 16.79170 14.09260 0.31
H 13.67497 16.33858 13.29511 0.31
H 14.22004 16.51951 11.02929 0.39
H 12.68899 17.61744 9.41388 0.30